Molecular formula: C4H11GdO3
Method: DFT, the ωB97M-V functional and the def2-TZVPD basis

Each line ends with the Löwdin spin population.
Positions of all 19 atoms, in Å:
C1 -0.203 -1.706 -2.562  -0.01
O1 0.557 -2.918 -1.440  -0.01
H1 -1.216 -1.279 -2.624  0.00
H2 0.562 -1.118 -3.090  0.00
H3 -0.544 -2.567 -3.149  0.00
H4 0.246 -3.780 -1.720  0.00
C2 -0.042 1.046 -0.683  -0.02
C3 0.170 1.607 0.708  -0.02
O2 0.279 0.618 1.740  -0.01
C4 0.081 1.097 3.069  0.00
H5 0.890 1.182 -1.260  0.00
H6 -0.871 1.612 -1.145  -0.01
H7 -0.714 2.209 0.960  0.00
H8 1.129 2.143 0.734  0.00
H9 0.240 0.262 3.757  0.00
H10 0.801 1.894 3.294  0.00
H11 -0.941 1.488 3.162  0.00
Gd1 -0.021 -1.483 0.962  7.35
O3 -0.403 -0.305 -0.712  -0.27

Computed properties:
HOMO-LUMO gap (alpha / beta) ... 6.3 / 9.2 eV
Net charge ... +2
Total energy ... -31282.472 eV
Spin multiplicity ... 8
Energy above the lowest of the compared OMol25 structures with the same formula, charge and spin ... 334.4 kJ/mol
F_max ... 0.0982 Eh/bohr

=====

Molecular formula: C4H11N2
Method: DFT, the ωB97M-V functional and the def2-TZVPD basis

Each line ends with the Löwdin spin population.
Positions of all 17 atoms, in Å:
C1 -0.493 2.162 -0.886  0.00
C2 0.285 0.925 -1.300  0.01
C3 -0.401 -0.370 -0.875  0.02
N1 -0.288 -0.663 0.535  0.18
C4 0.687 -1.496 1.048  0.54
N2 0.541 -1.912 2.378  0.18
H1 -0.582 2.279 0.195  0.00
H2 -1.459 2.170 -1.385  0.00
H3 0.063 3.054 -1.191  0.00
H4 1.297 0.986 -0.915  0.00
H5 0.364 0.894 -2.386  0.00
H6 0.043 -1.219 -1.403  0.00
H7 -1.454 -0.319 -1.166  0.00
H8 -1.010 -0.351 1.156  0.01
H9 1.444 -1.989 0.474  0.05
H10 1.228 -2.491 2.815  0.00
H11 -0.266 -1.660 2.908  0.01

Computed properties:
HOMO-LUMO gap (alpha / beta) ... 5.8 / 9.8 eV
Net charge ... 0
Total energy ... -7304.598 eV
Spin multiplicity ... 2
Energy above the lowest of the compared OMol25 structures with the same formula, charge and spin ... 17.4 kJ/mol
F_max ... 0.0191 Eh/bohr

=====

Molecular formula: C4H11N2
Method: DFT, the ωB97M-V functional and the def2-TZVPD basis

Each line ends with the Löwdin charge.
Positions of all 17 atoms, in Å:
C1 1.260 -1.588 -1.011  -0.10
C2 0.182 -1.783 0.026  -0.22
C3 -1.119 -1.536 -0.133  -0.05
H1 1.943 -2.439 -1.031  0.08
H2 0.868 -1.561 -2.031  0.08
H3 1.872 -0.702 -0.833  0.06
H4 0.551 -2.216 0.951  0.10
H5 -1.817 -1.982 0.568  0.07
H6 -1.544 -1.094 -1.030  0.07
N1 0.385 2.038 -0.400  0.21
C4 -0.186 2.225 0.761  -0.16
N2 -0.975 1.376 1.365  0.21
H7 0.352 1.136 -0.849  0.11
H8 0.803 2.836 -0.851  0.14
H9 -0.042 3.176 1.258  0.16
H10 -1.302 1.644 2.276  0.14
H11 -1.230 0.470 0.964  0.09

Computed properties:
HOMO-LUMO gap ... 10.1 eV
Net charge ... +1
Total energy ... -7299.816 eV
Energy above the lowest of the compared OMol25 structures with the same formula, charge and spin ... 109.2 kJ/mol
F_max ... 0.0114 Eh/bohr

=====

Molecular formula: C4H11N2
Method: DFT, the ωB97M-V functional and the def2-TZVPD basis

Each line ends with the Löwdin charge.
Positions of all 17 atoms, in Å:
N1 1.449 1.765 1.125  0.01
C1 1.256 1.520 -0.283  -0.31
C2 -0.158 0.983 -0.533  -0.18
C3 -0.270 -0.377 0.095  -0.07
C4 -1.356 -1.132 -0.060  -0.07
N2 -1.178 -2.638 -0.124  0.20
H1 0.953 2.548 1.531  0.08
H2 2.437 1.898 1.305  0.08
H3 1.985 0.758 -0.577  0.12
H4 1.442 2.335 -0.982  0.11
H5 -0.874 1.679 -0.080  0.13
H6 -0.329 1.006 -1.591  0.11
H7 0.581 -0.600 0.737  0.13
H8 -2.382 -0.803 -0.114  0.13
H9 -0.512 -2.796 -0.874  0.17
H10 -2.074 -3.075 -0.357  0.17
H11 -0.971 -3.071 0.782  0.18

Computed properties:
Structure (SMILES) ... NCC/C=C/[NH3+]
HOMO-LUMO gap ... 8.9 eV
Net charge ... +1
Total energy ... -7298.377 eV
Energy above the lowest of the compared OMol25 structures with the same formula, charge and spin ... 248.1 kJ/mol
F_max ... 0.0367 Eh/bohr

=====

Molecular formula: C4H11N2
Method: DFT, the ωB97M-V functional and the def2-TZVPD basis

Each line ends with the Löwdin charge.
Positions of all 17 atoms, in Å:
C1 -1.660 1.338 -1.241  -0.04
C2 -0.713 0.169 -1.122  0.01
C3 -0.548 -0.515 0.122  -0.09
C4 0.245 -1.611 0.550  0.02
N1 0.136 -2.090 1.981  0.08
N2 1.798 1.353 0.282  0.01
H1 -2.759 0.990 -1.454  0.16
H2 -1.365 2.124 -1.997  0.12
H3 -0.218 -0.381 -1.976  0.15
H4 1.109 1.458 -0.482  -0.02
H5 -1.152 -0.140 0.952  0.13
H6 1.009 -2.057 -0.165  0.15
H7 0.999 -1.833 2.430  0.09
H8 -0.056 -3.068 2.033  0.08
H9 2.223 0.382 0.325  0.03
H10 -1.653 1.864 -0.349  0.06
H11 2.605 2.017 0.110  0.06

Computed properties:
HOMO-LUMO gap ... 6.8 eV
Net charge ... +1
Total energy ... -7296.615 eV
Energy above the lowest of the compared OMol25 structures with the same formula, charge and spin ... 418.1 kJ/mol
F_max ... 0.0842 Eh/bohr

=====

Molecular formula: C4H11N2
Method: DFT, the ωB97M-V functional and the def2-TZVPD basis

Each line ends with the Löwdin charge.
Positions of all 17 atoms, in Å:
C1 2.293 -0.502 -0.233  -0.12
C2 1.519 0.678 -0.813  -0.34
C3 0.164 0.430 -1.138  0.05
N1 -2.912 -0.877 0.620  0.16
C4 -2.119 0.017 1.236  -0.13
N2 -0.855 0.415 0.646  0.05
H1 1.810 -0.971 0.663  0.07
H2 3.357 -0.034 0.287  0.15
H3 2.624 -1.263 -1.018  0.09
H4 1.515 1.574 -0.086  0.15
H5 1.929 0.925 -1.843  0.17
H6 -0.342 1.355 -1.372  0.11
H7 0.046 -0.617 -1.430  0.12
H8 -3.477 -1.442 1.136  0.08
H9 -2.450 -1.387 -0.130  0.13
H10 -2.445 0.414 2.181  0.13
H11 -0.655 1.285 1.293  0.13

Computed properties:
HOMO-LUMO gap ... 10.4 eV
Net charge ... +1
Total energy ... -7297.006 eV
Energy above the lowest of the compared OMol25 structures with the same formula, charge and spin ... 380.4 kJ/mol
F_max ... 0.1118 Eh/bohr

=====

Molecular formula: C4H11N2
Method: DFT, the ωB97M-V functional and the def2-TZVPD basis

Each line ends with the Löwdin charge.
Positions of all 17 atoms, in Å:
C1 -1.947 0.228 -2.232  -0.02
N1 -0.546 0.588 -1.909  0.12
H1 -2.096 -0.813 -1.956  0.11
H2 -2.636 0.854 -1.672  0.10
H3 -2.090 0.342 -3.301  0.10
H4 0.166 -0.051 -2.268  0.17
H5 -0.398 0.603 -0.867  0.09
H6 -0.266 1.513 -2.240  0.17
C2 0.093 -0.676 1.091  -0.26
C3 -0.677 0.417 1.238  -0.01
C4 2.316 -0.124 1.336  0.00
N2 1.338 -0.849 1.682  0.01
H7 -0.337 -1.542 0.592  0.11
H8 -0.252 1.330 1.639  0.07
H9 -1.720 0.437 0.950  0.06
H10 3.211 -0.163 1.949  0.09
H11 2.284 0.529 0.461  0.08

Computed properties:
HOMO-LUMO gap ... 9.5 eV
Net charge ... +1
Total energy ... -7298.341 eV
Energy above the lowest of the compared OMol25 structures with the same formula, charge and spin ... 251.5 kJ/mol
F_max ... 0.0252 Eh/bohr

=====

Molecular formula: C4H11N2
Method: DFT, the ωB97M-V functional and the def2-TZVPD basis

Each line ends with the Löwdin charge.
Positions of all 17 atoms, in Å:
C1 1.645 1.789 0.261  0.00
C2 1.664 0.313 -0.102  -0.04
C3 0.723 -1.906 -0.058  0.01
C4 -3.066 0.155 0.143  -0.09
N1 -2.036 -0.153 -0.505  0.01
N2 0.709 -0.468 0.115  0.04
H1 1.903 2.448 -0.601  0.12
H2 0.681 2.171 0.597  0.09
H3 2.649 0.133 -0.406  0.14
H4 1.614 -2.258 -0.446  0.08
H5 0.801 -2.377 0.914  0.11
H6 -0.181 -2.177 -0.493  0.07
H7 -3.120 0.068 1.157  0.04
H8 -3.985 0.507 -0.380  0.10
H9 2.488 1.809 0.910  0.09
H10 -2.313 0.060 -1.548  0.11
H11 -0.177 -0.114 0.441  0.11

Computed properties:
HOMO-LUMO gap ... 10.7 eV
Net charge ... +1
Total energy ... -7298.441 eV
Energy above the lowest of the compared OMol25 structures with the same formula, charge and spin ... 241.9 kJ/mol
F_max ... 0.0767 Eh/bohr

=====

Molecular formula: C4H11N2
Method: DFT, the ωB97M-V functional and the def2-TZVPD basis

Each line ends with the Löwdin charge.
Positions of all 17 atoms, in Å:
C1 1.217 -0.256 -0.132  -0.26
C2 -1.126 1.423 0.085  -0.07
C3 -1.623 -1.049 0.269  -0.08
C4 -0.618 0.085 0.539  -0.22
N1 1.675 -1.307 -0.665  0.20
N2 1.854 0.840 -0.085  0.19
H1 -1.345 1.432 -0.945  0.08
H2 -0.283 2.182 0.275  0.10
H3 -2.041 1.568 0.614  0.09
H4 -1.529 -1.947 0.951  0.10
H5 -1.297 -1.506 -0.725  0.09
H6 -2.681 -0.697 0.190  0.10
H7 -0.409 0.134 1.568  0.10
H8 1.393 -2.306 -0.633  0.17
H9 2.686 -1.228 -0.891  0.16
H10 1.301 1.675 -0.037  0.09
H11 2.826 0.957 -0.377  0.16

Computed properties:
HOMO-LUMO gap ... 12.2 eV
Net charge ... +1
Total energy ... -7298.763 eV
Energy above the lowest of the compared OMol25 structures with the same formula, charge and spin ... 210.9 kJ/mol
F_max ... 0.1379 Eh/bohr

=====

Molecular formula: C4H11N2O
Method: DFT, the ωB97M-V functional and the def2-TZVPD basis

Each line ends with the Löwdin charge.
Positions of all 18 atoms, in Å:
N1 -2.185 -1.406 0.899  -0.03
C1 -1.406 -0.314 0.323  -0.39
N2 -0.756 -0.428 -1.006  -0.07
C2 0.155 0.800 -1.178  -0.23
C3 1.597 0.593 -0.753  -0.25
C4 1.765 0.062 0.678  -0.58
O1 3.002 0.130 1.174  -0.36
H1 -2.351 -1.166 1.931  0.09
H2 -3.154 -1.320 0.534  0.05
H3 -1.993 0.542 0.243  0.07
H4 -0.616 -0.149 1.067  0.06
H5 -0.284 -1.294 -0.952  0.06
H6 -0.127 0.952 -2.241  0.09
H7 -0.225 1.698 -0.468  0.14
H8 2.192 1.506 -0.765  0.09
H9 2.138 0.046 -1.499  0.08
H10 1.373 -0.967 0.807  0.08
H11 0.877 0.716 1.207  0.09

Computed properties:
Structure (SMILES) ... NCNCCC[O-]
HOMO-LUMO gap ... 6.0 eV
Net charge ... -1
Total energy ... -9351.984 eV
Energy above the lowest of the compared OMol25 structures with the same formula, charge and spin ... 241.8 kJ/mol
F_max ... 0.0535 Eh/bohr